Entry 1:
17
Properties=species:S:1:pos:R:3 method="wB97M-V/def2-TZVPD" multiplicity=1 e_tot_ha=-778.13153 e_above_lowest_kj_mol=441.8 homo_ev=-9.0 gap_ha=0.3190
C -0.403 -0.619 -1.081
C 0.398 0.483 -0.329
C -0.232 0.985 0.917
C -0.042 -0.802 -2.547
C 0.581 1.116 2.174
N -1.250 -1.286 -0.477
N -0.415 -1.573 1.893
O -1.409 1.249 0.850
S -1.627 -1.483 1.101
H 1.531 0.241 -0.089
H 0.550 1.342 -1.121
H 0.026 -1.874 -2.710
H 0.905 -0.313 -2.829
H -0.936 -0.749 -3.204
H 0.737 0.007 2.517
H 0.080 1.622 2.883
H 1.505 1.653 2.051

Entry 2:
16
Properties=species:S:1:pos:R:3 method="wB97M-V/def2-TZVPD" multiplicity=1 e_tot_ha=-702.87746 e_above_lowest_kj_mol=400.5 homo_ev="-6.4 / -6.4" gap_ha="0.2546 / 0.2545"
C -1.486 -1.493 -0.309
C -0.103 -1.598 -0.316
C -0.256 0.561 0.336
C -0.172 1.942 0.475
C 1.961 -0.461 -0.110
N -1.886 -0.256 0.108
N 0.505 -0.443 0.066
S -3.221 0.640 0.080
H -2.196 -2.179 -0.743
H 0.397 -2.402 -0.736
H -0.069 2.445 -0.531
H -1.056 2.325 0.908
H 0.719 2.404 1.134
H 2.253 -0.792 -1.095
H 2.227 0.562 0.187
H 2.381 -1.255 0.544